Record 1
DFT (ωB97M-V with the def2-TZVPD basis set) results for a 2-piece molecular cluster, C2H8NO2P overall at a distorted geometry.

The calculation puts the HOMO-LUMO gap (spin up / spin down) at 8.166 / 8.166 eV. As for the LUMO energy (spin up / spin down): -0.00729 / -0.00721 hartree. The calculation puts the highest occupied orbital energy (spin up / spin down) at -8.4 / -8.4 eV. As for the total energy: -17074.699 eV.

Element x y z (Å)
C 1.29493 1.84860 0.70289
C 0.66119 -1.83359 -0.37592
N -1.31680 -0.04964 -0.94879
O -1.04740 -0.72856 1.50960
O -2.41204 0.72644 -0.50879
P -0.23962 -0.39665 0.33116
H 1.19288 2.32497 -0.25259
H 0.75496 2.28279 1.52027
H 2.25938 1.43644 0.92865
H -0.07421 -2.63489 -0.44117
H 1.06805 -1.60309 -1.35326
H 1.45759 -2.12357 0.30480
H -0.94239 0.42184 -1.76310
H -2.65652 0.32891 0.34626


Record 2
DFT (ωB97M-V with the def2-TZVPD basis set) results for a 3-piece molecular cluster, C18H24BF6N4O10S overall at a distorted geometry.

The calculation puts the HOMO-LUMO gap at 6.741 eV. As for the LUMO energy: -0.20787 hartree. The calculation puts the highest occupied orbital energy at -12.4 eV. Its charge is +1. As for the total energy: -73284.274 eV.

Element x y z (Å)
C -1.06735 -3.19725 1.91804
N -1.38844 -1.80374 1.41791
C -0.18320 -1.10019 0.83696
B -2.48043 -2.03240 0.34504
O -2.24824 -1.67243 -1.07830
C -3.91067 -2.64958 0.93398
C -4.69764 -1.85380 2.11741
C -4.17998 -0.40747 2.77995
O -5.43706 0.39387 2.95441
O -5.91437 0.54798 1.72421
N -5.94492 -2.43792 2.66373
N -6.38254 -3.61284 2.15559
O -7.52279 -4.08300 2.76790
C -6.95433 -4.90508 3.88656
N -6.53376 -5.78693 4.76274
C -5.89942 -4.52122 1.06562
S -6.77616 -6.14721 0.57573
C -4.48791 -4.04773 0.30177
C -3.82048 -4.91742 -0.91695
C -4.60650 -4.43222 -2.31117
O -4.02346 -3.48105 -3.04684
O -5.92082 -5.01584 -2.72032
H -1.69736 -3.34015 2.91956
H -1.47992 -4.03928 1.18083
H 0.08171 -3.40282 2.06318
H 0.63195 -1.06645 1.70789
H 0.27073 -1.59657 -0.12114
H -0.44328 0.04486 0.62531
H -1.61618 -2.32571 -1.50995
H -3.63736 -0.57671 3.81353
H -3.51241 0.21762 2.05079
H -6.93369 0.53173 1.78138
H -8.14685 -5.85326 0.47152
H -4.00255 -6.08333 -0.84257
H -2.64861 -4.76791 -1.01374
H -6.57389 -4.28422 -2.94121
C 1.35828 3.42843 -2.72482
C 2.23986 2.26004 -3.12716
O 3.13007 1.90368 -2.05824
C 2.58917 1.14607 -1.05220
O 1.41696 0.77853 -1.02653
C 3.64774 0.80097 -0.00693
F 4.39874 1.87948 0.35896
F 4.52723 -0.13778 -0.45994
F 3.11764 0.30140 1.14501
H 1.96906 4.27368 -2.39142
H 0.73497 3.74976 -3.56400
H 0.70253 3.16251 -1.89028
H 2.86488 2.55146 -3.97777
H 1.64696 1.39462 -3.44435
C 8.47500 3.79434 0.22365
C 7.05744 4.17938 -0.15907
O 6.92808 5.60602 -0.25938
C 7.39220 6.17213 -1.41816
O 7.89997 5.53318 -2.33670
C 7.15507 7.68077 -1.41508
F 7.52401 8.27013 -0.24137
F 5.84020 7.99246 -1.59936
F 7.84158 8.33113 -2.39656
H 8.77726 4.30618 1.14305
H 8.55488 2.71429 0.37568
H 9.18935 4.08713 -0.55169
H 6.36683 3.85178 0.62504
H 6.74222 3.69392 -1.08969


Record 3
DFT (ωB97M-V with the def2-TZVPD basis set) results for one molecule with the formula C5H4Cl3OP at a distorted geometry.

The calculation puts the HOMO-LUMO gap (spin up / spin down) at 8.035 / 8.035 eV. As for the LUMO energy (spin up / spin down): -0.03059 / -0.03059 hartree. The calculation puts the highest occupied orbital energy (spin up / spin down) at -8.9 / -8.9 eV. As for the total energy: -54149.555 eV.

Element x y z (Å)
C 0.60194 -0.74241 -0.17631
C 1.75240 1.52512 -0.12005
C -0.68015 -0.37540 -0.07595
C -1.74254 -1.26199 -0.36612
C 1.76974 0.11527 0.07026
O -2.83483 -0.99431 -0.79744
P -1.14573 1.42435 0.46667
Cl -1.31199 -2.96336 -0.12576
Cl -2.78107 1.12881 1.51047
Cl -1.86006 2.26651 -1.19524
H 0.73413 -1.90710 -0.05779
H 2.57623 1.88483 0.46499
H 2.26983 -0.19559 1.09739
H 2.65209 0.09527 -0.69511


Record 4
DFT (ωB97M-V with the def2-TZVPD basis set) results for one molecule with the formula C4H5N3 at a distorted geometry.

The calculation puts the HOMO-LUMO gap at 7.996 eV. As for the LUMO energy: -0.00528 hartree. The calculation puts the highest occupied orbital energy at -8.1 eV. As for the total energy: -8696.881 eV.

Element x y z (Å)
C -1.50889 -0.02001 0.38648
N -0.35429 -0.30721 -0.51198
C 0.97006 0.01536 0.07814
C 1.99224 -0.86562 -0.29319
N 2.78132 -1.65970 -0.62343
C 1.11677 1.34851 0.47943
N 1.14633 2.46454 0.81944
H -1.42460 -0.67104 1.25613
H -2.44152 -0.19478 -0.15466
H -1.43550 1.02202 0.70037
H -0.50565 0.17424 -1.40733
H -0.33626 -1.30630 -0.72941


Record 5
DFT (ωB97M-V with the def2-TZVPD basis set) results for C2H5N4 as an isolated structure at a distorted geometry.

The calculation puts the HOMO-LUMO gap (spin up / spin down) at 7.960 / 7.757 eV. As for the LUMO energy (spin up / spin down): -0.23033 / -0.23902 hartree. The calculation puts the highest occupied orbital energy (spin up / spin down) at -14.2 / -14.3 eV. Its charge is +1. As for the total energy: -8100.698 eV.

Element x y z (Å)
C -1.21093 0.28103 -0.11461
C 0.14004 -0.39574 -0.30588
N -1.80995 -0.91001 -0.15163
N -0.46153 -1.53845 -0.19230
N -1.43405 1.49962 0.26587
N 2.37514 0.08193 -0.00854
H -0.13659 -2.51201 -0.05040
H -0.74591 2.32133 0.07168
H -2.25953 1.87321 0.74089
H 2.74011 -0.69970 0.71641
H 2.80320 -0.00121 -0.97148


Record 6
DFT (ωB97M-V with the def2-TZVPD basis set) results for one molecule with the formula C6H7N at a distorted geometry.

The calculation puts the HOMO-LUMO gap at 8.948 eV. As for the LUMO energy: 0.03516 hartree. The calculation puts the highest occupied orbital energy at -8.0 eV. As for the total energy: -7822.504 eV.

Element x y z (Å)
C -2.51168 -0.47704 -0.93872
C -1.75110 0.16861 0.01021
C -0.28000 0.31307 0.11134
C 0.46152 0.19428 1.36062
C 1.69851 -0.26915 0.90860
N 1.79779 -0.18360 -0.38106
C 0.59226 0.32879 -0.92902
H -3.51658 -0.73558 -0.65606
H -2.04480 -0.85620 -1.79295
H -2.34043 0.35866 1.00241
H 0.29286 0.68024 2.32356
H 2.60824 -0.63535 1.46257
H 2.45019 -0.20906 -1.09932
H 0.70895 1.13105 -1.71100


Record 7
DFT (ωB97M-V with the def2-TZVPD basis set) results for a 2-piece molecular cluster, C8H12N2O3 overall at a distorted geometry.

The calculation puts the HOMO-LUMO gap at 9.172 eV. As for the LUMO energy: -0.01353 hartree. The calculation puts the highest occupied orbital energy at -9.5 eV. As for the total energy: -17606.525 eV.

Element x y z (Å)
C -2.02779 -0.24190 -0.56414
C 0.22104 -0.06988 0.92351
C -2.16238 1.15146 -0.71236
C -3.04623 1.84199 0.24739
C 1.00321 -0.66724 -1.35883
C 2.10470 -1.67392 0.58809
C 2.37026 0.66986 0.15269
C 1.35844 -0.45379 0.11214
N -0.43643 0.30937 1.80780
N -2.30211 -1.37755 -0.55047
O -2.46233 -2.55329 -0.57378
O -1.38600 1.84229 -1.35287
O -1.27126 0.60900 2.65256
H -4.07443 2.04593 -0.17474
H -2.65690 2.93842 0.40523
H -3.12342 1.28949 1.26790
H 0.28868 -1.59537 -1.57626
H 0.63629 0.22885 -1.91297
H 1.96053 -0.92101 -1.88891
H 2.81692 -2.03343 -0.20483
H 2.82931 -1.46413 1.44465
H 1.40210 -2.59632 0.88612
H 2.53133 0.94007 1.18417
H 3.30345 0.26390 -0.24337
H 2.12304 1.51721 -0.55871


Record 8
DFT (ωB97M-V with the def2-TZVPD basis set) results for a 2-piece molecular cluster, C11H15NO overall at a distorted geometry.

The calculation puts the HOMO-LUMO gap at 8.786 eV. As for the LUMO energy: 0.03386 hartree. The calculation puts the highest occupied orbital energy at -7.9 eV. As for the total energy: -15187.093 eV.

Element x y z (Å)
C -0.31656 -2.45284 2.07768
C -0.66043 -2.22958 0.62678
C -1.75475 -2.60375 -0.06955
N -1.70862 -2.11533 -1.35999
C -0.63854 -1.25833 -1.46438
C -0.07686 -0.51102 -2.48859
C 1.14848 0.08698 -2.33972
C 1.83217 0.04261 -1.11861
C 1.25887 -0.66812 -0.07513
C 0.07704 -1.35811 -0.25600
H 0.46639 -3.21093 2.13503
H -1.19814 -2.88474 2.56411
H -0.02742 -1.50124 2.51987
H -2.61564 -3.12545 0.33411
H -2.59535 -1.99599 -1.81726
H -0.60306 -0.43191 -3.43881
H 1.63048 0.65878 -3.12176
H 2.85886 0.32826 -1.28505
H 1.77756 -0.62778 0.88572
C -0.46985 2.72641 1.62677
C 0.63799 2.69568 0.60515
O 0.12691 3.33827 -0.60918
H -0.41309 3.54625 2.35308
H -0.36513 1.85661 2.28527
H -1.45328 2.72862 1.17532
H 1.58389 3.17534 0.82476
H 0.82183 1.68150 0.24247
H 0.67621 4.10982 -0.81208


Record 9
DFT (ωB97M-V with the def2-TZVPD basis set) results for C6H11F3INO2PSr as an isolated structure at a distorted geometry.

The calculation puts the HOMO-LUMO gap at 7.400 eV. As for the LUMO energy: -0.17392 hartree. The calculation puts the highest occupied orbital energy at -12.1 eV. Its charge is +1. As for the total energy: -38353.725 eV.

Element x y z (Å)
N 0.09175 -0.52483 1.89522
P 0.47255 -0.30447 0.12259
I 0.60896 -2.98671 0.05110
C -0.11290 1.49739 0.32094
C -1.52120 1.20760 0.71277
C -2.25847 0.75394 -0.48982
F -2.26222 1.50671 -1.55298
C -2.83396 -0.42933 -0.50146
F -2.94162 -1.21433 -1.54104
F -3.24487 -0.96425 0.70006
O 2.04878 -0.13340 0.63800
C 2.92180 -0.31074 -0.42114
C 2.25755 0.37514 -1.56444
O 0.94821 -0.13223 -1.48160
H -0.86414 -0.79859 2.05662
H 0.72952 -1.17914 2.31938
H -0.81876 -0.61194 -0.37132
H 0.43449 2.07493 1.04027
H -0.05704 2.09355 -0.56930
H -1.54278 0.49845 1.50533
H -2.06235 2.06712 1.08748
H 2.99089 -1.33782 -0.77216
H 3.94432 -0.05329 -0.22743
H 2.23159 1.44075 -1.38640
H 2.69824 0.15192 -2.51492
Sr -1.85833 -2.68643 0.94426